# C38H16Cl5N8Ni

A molecular structure, C38H16Cl5N8Ni (ωB97M-V/def2-TZVPD, the Open Molecules 2025 dataset).

Output
Energy above the lowest of the compared OMol25 structures with the same formula, charge and spin: 1.6 kcal/mol
Molecular weight: 820.56 Da
Electronic energy: -5705.2388 Eh
LUMO level (alpha / beta): 0.037 / 0.037 Ha
F_max: 0.9 eV/A

The geometry in ORCA input format:
```
! RIJCOSX wB97M-V def2-TZVPD def2/J DEFGRID3
* xyz -1 1
C 2.29 3.99 -3.41
C 1.41 3.35 -2.55
C -4.94 1.47 2.18
C -0.48 4.62 -3.38
C -0.69 -5.12 3.15
C 6.55 -0.16 0.07
C -5.72 3.40 0.93
H -6.51 4.13 0.75
Cl -0.45 -5.93 -0.81
N -2.50 -0.42 2.10
H -6.83 2.42 2.49
N 2.79 1.84 -1.24
C -1.43 -1.18 2.01
C -5.91 2.43 1.92
N -0.22 -0.85 1.49
H 3.34 3.74 -3.41
C 0.68 -3.57 -1.55
C 6.29 -1.30 0.84
C -1.99 -4.66 3.39
H 5.71 1.52 -1.00
C 4.99 -1.66 1.17
C 0.05 3.65 -2.54
H 2.41 5.47 -4.95
C 4.23 0.28 -0.06
C 2.93 0.86 -0.38
Ni 0.07 0.52 0.17
C -0.55 2.81 -1.52
N 1.95 0.14 0.23
H -4.42 4.19 -0.59
C 0.39 5.26 -4.24
H -3.36 -3.00 3.23
C 3.97 -0.85 0.71
H -0.44 -6.15 3.38
H 7.12 -1.91 1.18
C 0.63 -1.89 1.68
C -0.09 -3.00 2.30
C -2.35 -3.36 3.08
C -1.60 -2.13 -1.16
C 0.62 -2.20 -1.74
C -0.46 -1.39 -1.46
C -3.78 1.53 1.43
C 0.28 -4.30 2.61
Cl -3.10 -4.32 -0.48
Cl 2.13 -4.49 -1.83
C -3.59 2.49 0.44
N -1.79 2.96 -1.12
C 2.52 -0.92 0.86
H 1.28 -4.65 2.40
C 1.60 2.31 -1.55
C 1.76 4.95 -4.26
Cl 2.08 -1.45 -2.44
N 1.92 -1.92 1.46
Cl -3.16 -1.27 -1.05
N 0.40 2.00 -0.99
H 0.02 6.01 -4.93
H 4.78 -2.54 1.76
C -1.38 -2.54 2.53
C -4.56 3.45 0.18
H -5.08 0.71 2.94
C -1.64 -3.50 -0.95
H -1.53 4.86 -3.36
C -0.47 -4.23 -1.12
H 7.57 0.09 -0.18
N -1.70 1.18 0.50
C -2.28 2.25 -0.13
C 5.52 0.64 -0.40
H -2.72 -5.34 3.80
C -2.58 0.70 1.42
*
```

Atomic charges from the Löwdin analysis, expressed in e, are listed below: number 1, C, carries -0.02; number 2, C, carries -0.10; number 3, C, carries -0.01; number 4, C, carries -0.02; number 5, C, carries -0.08; number 6, C, carries -0.09; number 7, C, carries -0.09; number 8, H, carries 0.09; number 9, Cl, carries 0.64; number 10, N, carries 0.21; number 11, H, carries 0.09; number 12, N, carries 0.21; number 13, C, carries -0.27; number 14, C, carries -0.09; number 15, N, carries 0.11; number 16, H, carries 0.11; number 17, C, carries -0.72; number 18, C, carries -0.09; number 19, C, carries -0.08; number 20, H, carries 0.11; number 21, C, carries -0.01; number 22, C, carries -0.10; number 23, H, carries 0.09; number 24, C, carries -0.12; number 25, C, carries -0.31; number 26, Ni, carries 0.51; number 27, C, carries -0.25; number 28, N, carries 0.09; number 29, H, carries 0.11; number 30, C, carries -0.09; number 31, H, carries 0.11; number 32, C, carries -0.11; number 33, H, carries 0.10; number 34, H, carries 0.09; number 35, C, carries -0.26; number 36, C, carries -0.10; number 37, C, carries -0.02; number 38, C, carries -0.69; number 39, C, carries -0.69; number 40, C, carries -0.16; number 41, C, carries -0.11; number 42, C, carries -0.01; number 43, Cl, carries 0.64; number 44, Cl, carries 0.62; number 45, C, carries -0.10; number 46, N, carries 0.22; number 47, C, carries -0.28; number 48, H, carries 0.11; number 49, C, carries -0.26; number 50, C, carries -0.09; number 51, Cl, carries 0.65; number 52, N, carries 0.23; number 53, Cl, carries 0.64; number 54, N, carries 0.12; number 55, H, carries 0.09; number 56, H, carries 0.11; number 57, C, carries -0.11; number 58, C, carries -0.02; number 59, H, carries 0.11; number 60, C, carries -0.72; number 61, H, carries 0.11; number 62, C, carries -0.73; number 63, H, carries 0.09; number 64, N, carries 0.10; number 65, C, carries -0.27; number 66, C, carries -0.02; number 67, H, carries 0.10; number 68, C, carries -0.31